1.
DFT (ωB97M-V/def2-TZVPD) results for C49H95F5N14Na2O23P4 as an isolated structure at a distorted geometry.

```
192
Properties=species:S:1:pos:R:3:mulliken_charge:R:1
H -1.436 -4.609 -2.391 0.5705
H 2.741 -0.576 6.797 0.2920
C 3.322 4.263 -0.342 0.9531
H 1.705 -1.721 -5.414 0.0148
H 2.268 2.897 0.998 -0.5766
H -1.327 -6.414 -0.248 0.3886
H -1.855 -2.258 2.380 0.1416
H -0.102 4.304 -6.189 0.1955
H -2.419 0.963 4.298 -0.4303
C 4.602 2.510 -0.982 0.7486
C -5.271 0.462 -2.747 0.0753
C -0.094 -5.206 5.545 -0.8009
H 0.740 3.538 -3.452 -0.0469
O 4.147 2.185 0.259 -0.3858
H 2.465 3.873 -3.356 -0.0105
O -2.467 -3.289 -1.109 0.0873
H 0.975 -1.720 8.636 0.4204
C 1.548 1.164 -8.077 -1.0241
C -3.309 4.140 3.123 0.5055
H -3.114 -2.538 3.474 0.6520
H -2.068 -1.798 5.520 0.1139
O -3.518 3.606 4.186 -0.5375
N 2.502 1.972 -7.257 0.7851
H 0.036 3.492 7.996 0.2736
O 3.985 3.612 -1.421 -0.4231
C 3.730 2.273 -8.061 -0.9533
F -4.741 0.660 -5.018 -0.3677
Na 0.176 1.992 3.681 0.4870
H 0.590 -5.877 6.046 0.4265
N 0.709 -0.097 7.266 0.4386
C -0.793 1.664 -1.599 0.5243
H 5.262 -0.844 -2.530 0.2329
H 0.276 3.302 -0.942 0.3069
H 0.320 -4.257 5.304 -0.0850
C -2.229 5.108 -2.700 0.5235
C 4.553 -1.157 -1.843 -1.1583
C -0.186 2.393 -0.576 0.2725
N -1.552 0.211 5.920 0.4835
F 4.085 5.314 0.003 -0.3977
C 4.477 -3.292 -4.393 -0.9080
P -0.723 -4.760 2.919 -0.5216
N 2.568 -3.559 -1.924 0.1202
H 0.906 -7.185 0.898 0.3942
C -5.709 2.649 -2.868 0.5352
P 2.288 -2.394 -3.098 0.8062
C -4.317 1.073 -3.749 1.5747
H 1.320 5.158 -3.984 0.5862
H -0.532 -4.829 -0.228 0.0014
C -3.558 -2.632 -1.465 0.3067
H 2.442 0.899 -2.516 -1.0635
C -5.087 -0.250 2.996 0.1917
N 2.987 -3.029 -4.458 0.2156
O -4.434 -2.208 -0.735 -0.5734
H 2.765 -2.217 -0.267 -0.0614
C -4.818 0.316 1.621 0.6512
H 3.516 3.079 -8.838 0.2849
O 5.391 1.884 -1.606 -0.5421
C -1.014 -7.154 4.417 -1.1541
C -0.582 5.989 -1.393 0.5652
H 1.300 5.363 -6.660 0.3044
F -2.056 7.253 -3.633 -0.3546
H 2.600 0.272 -0.891 0.9223
C 2.346 -0.002 -1.893 -0.4910
C -1.064 -5.546 0.385 -1.0322
C -3.637 4.640 0.961 0.2549
H 4.180 4.390 -5.212 0.4799
F -3.536 3.461 0.251 -0.1250
C -2.559 -3.190 -3.464 0.0822
C 0.999 4.338 -6.379 -1.0532
H 3.304 -2.037 4.550 0.3503
H -0.176 -7.853 4.398 0.2601
H 3.804 3.609 1.717 0.2567
H -3.292 1.574 8.203 0.3099
H -1.720 -7.345 3.622 0.3597
C -1.016 3.223 8.115 -1.0224
H -3.494 0.727 5.732 0.3722
H -1.569 3.834 7.425 0.2613
H -1.578 -7.208 5.372 0.3862
H -0.326 -0.568 9.030 0.2771
C -1.409 6.052 -3.506 0.6425
H 0.893 1.764 -8.602 0.2682
C -1.467 0.262 -1.236 0.3379
H 2.780 -2.637 2.843 0.2771
C 2.155 0.235 7.222 -1.0068
N -2.295 -4.222 2.710 1.1460
C 4.627 1.102 -4.606 -0.6243
O 0.124 2.910 1.703 -1.4454
C 2.535 -2.378 -5.644 -0.6911
H -2.249 -0.840 0.325 -0.2432
H 1.628 -2.520 3.943 -0.0622
H 4.877 -3.644 -5.332 0.4946
H -1.325 3.522 9.068 0.3746
H 5.487 3.409 -5.839 0.4070
H 2.177 -3.128 -6.414 0.2810
H -4.789 1.362 1.763 0.0837
H -2.185 -2.550 -4.202 0.3936
C -3.450 -5.199 2.964 -1.4197
H -1.415 4.490 0.870 -0.7970
H -3.439 -2.717 1.788 0.3224
O -4.493 2.470 -3.570 -0.3363
H -3.277 5.301 -2.720 0.4071
C 0.935 -6.301 1.568 -0.6851
H -3.590 -5.283 3.989 0.3455
H -3.288 -6.175 2.592 0.4240
O -4.206 4.311 2.165 -0.3765
C -1.235 0.914 1.148 0.1281
H 5.385 1.213 -3.815 0.4466
C 3.306 3.247 0.803 0.4428
O -1.697 -0.464 -2.191 -0.1743
H 1.260 -0.234 -1.892 -0.1158
C -2.184 5.029 1.336 0.8564
H 4.132 1.354 -8.540 0.3116
H -0.835 -2.840 -2.281 -0.4035
H 1.159 3.754 -7.246 0.3883
H -5.018 -0.027 -1.846 -0.1961
O -3.644 -2.525 -2.834 -0.4254
H -0.327 -1.355 5.254 0.3749
C -1.330 -1.021 5.170 -0.0808
H 4.759 -2.196 -1.557 0.3930
O -1.532 0.783 2.365 0.3344
H 2.110 0.509 -8.689 0.3348
C 2.561 -2.035 3.697 -0.5167
H 5.110 0.759 -5.590 0.2103
N -0.505 -5.775 4.232 0.3872
N -0.396 -5.819 1.652 0.4218
H 2.566 -3.916 0.172 0.2670
H 3.388 -1.799 -6.178 0.2524
H 1.649 -5.568 1.074 -0.0908
H -1.000 -4.999 6.181 0.3019
H -3.267 0.845 -3.665 -0.6344
C -0.332 2.113 0.797 0.8141
N -1.218 1.814 7.947 0.2235
C 0.191 -1.102 8.204 -0.9334
H 0.954 0.596 -7.425 0.2641
C 1.594 4.095 -3.922 -0.4172
C 2.339 -0.617 3.361 0.4825
H 4.585 2.592 -7.463 0.1622
H 1.120 -2.922 -0.399 0.0531
O 0.116 -3.547 3.057 -0.3945
H 4.641 -3.955 -3.534 0.2464
N 3.166 -1.102 -2.398 1.0850
O -6.102 1.550 -2.303 -0.3588
N -5.200 -0.739 4.032 -0.6662
O -0.208 6.229 -2.708 -0.3949
C -2.376 1.230 8.619 -1.1281
C 2.047 -4.870 -2.225 -0.9562
O -1.781 5.359 -1.378 -0.1197
H -2.271 0.148 8.489 0.3575
H 5.013 -2.321 -4.243 0.1730
H -1.955 -4.983 0.629 0.2664
O -0.802 1.932 -2.812 -1.7302
O 0.845 -1.992 -3.413 -0.8338
N 1.791 3.702 -5.312 0.4326
H -1.522 -0.912 4.079 -0.6342
O 0.346 2.188 5.989 -1.3415
C -1.666 -3.541 -2.323 0.3115
P 2.424 2.147 -5.631 -1.1427
O -6.164 3.701 -2.678 -0.5198
H -4.391 5.280 0.499 0.3416
H 4.586 -0.534 -0.919 0.2736
N 2.101 0.490 3.151 -0.4568
Na 0.043 0.239 -3.847 1.1584
H 5.299 3.759 -4.106 0.2247
H 1.950 -4.974 -3.270 0.6056
N 3.934 2.365 -4.872 0.9665
C 2.219 -3.145 -0.525 -0.4843
H -0.498 -1.775 7.661 0.2204
H 1.072 -5.041 -1.768 -0.0691
O 1.853 0.915 -5.049 -0.0392
O 0.101 6.323 -0.445 -0.5535
H -4.336 -4.850 2.514 0.4125
O -2.098 4.578 2.718 -0.3118
H -3.887 -0.132 1.311 -0.8712
C 4.767 3.537 -5.008 -1.4211
H 3.873 0.298 -4.415 -0.3940
H 2.203 1.026 6.506 0.3468
C -2.692 -2.855 2.561 -1.5078
H -2.338 1.555 9.678 0.3494
P -0.375 1.075 6.709 1.0643
H -0.978 5.663 -4.461 -0.0569
H 2.573 0.582 8.161 0.2691
C -2.524 1.107 5.413 -0.8692
H -5.656 -0.031 1.012 0.5753
H -5.979 -0.186 -3.310 0.3173
H 2.338 4.596 -0.593 -0.1682
H -2.078 6.134 1.311 0.2086
F -3.122 -4.293 -4.041 -0.4336
H -2.337 2.155 5.657 0.7086
H 1.417 -6.619 2.488 0.3800
H 2.624 -5.553 -1.628 0.4838
H -1.978 4.055 -2.963 -0.5528
C -1.662 0.021 0.096 -0.6731
```

The total energy comes out at -6610.95267 Eh. The value obtained for the HOMO-LUMO gap is 7.370 eV. Its lowest unoccupied orbital energy is -0.1128 eV.

=====

2.
DFT (ωB97M-V/def2-TZVPD) results for C49H97Br12F10N3O16Ti as an isolated structure at a distorted geometry.

```
188
Properties=species:S:1:pos:R:3:mulliken_charge:R:1
Br 3.690 -0.564 0.471 -0.0578
Br 3.535 -4.028 -5.439 -0.2011
C 0.838 -2.531 -2.459 -0.4420
H -0.866 0.509 -0.344 -0.5346
H -1.955 5.029 6.237 0.2727
H 0.153 4.783 3.550 0.3608
H -3.137 2.927 2.670 0.2780
H 5.950 -3.323 -4.739 0.4228
H -0.386 2.775 -1.070 -0.0374
H -4.353 1.766 1.897 0.1421
C -2.595 4.189 6.602 -0.7848
H -4.112 -0.840 5.043 0.1159
H -0.272 7.870 -0.755 0.0735
C 5.208 -4.041 -4.416 -0.6226
H 1.646 1.662 3.115 0.5076
H -3.183 4.134 0.644 0.2958
H -1.035 4.852 -6.471 0.4847
H 1.170 1.872 -2.314 -0.9534
H 1.141 4.472 2.090 0.0837
H 1.620 -4.314 5.112 0.2782
H 2.152 2.060 -0.875 0.0878
C -2.453 -0.168 6.131 -0.1606
C -0.697 -3.286 1.767 0.3275
H -1.455 -6.394 1.782 0.4886
H -3.026 -5.598 -1.588 0.7394
H 0.706 -3.774 7.570 0.4019
H -0.298 5.776 1.086 0.4753
H -0.330 1.121 1.861 -0.6656
H -1.104 9.421 1.120 0.2579
C -0.607 -7.825 -2.707 -0.5974
C -3.826 -0.828 6.068 -0.5254
F -1.244 2.156 -2.321 -0.6664
C 0.416 -6.625 -2.666 0.3139
Br -3.843 -2.772 6.534 -0.1947
C 1.234 2.190 5.212 0.0064
C -4.195 2.577 -2.186 -0.1947
C -1.746 4.652 -5.699 -1.6454
C -4.935 3.754 -2.366 -1.4465
O 0.495 -1.188 -0.454 0.4672
H 5.733 -4.984 -4.528 0.4415
Br 2.201 -7.286 -2.538 -0.1685
F 0.155 -2.959 -3.544 -0.2067
H -2.126 6.967 1.832 0.3358
H -0.023 4.217 -4.428 0.3636
H -0.055 -2.622 1.164 0.2158
H 3.713 3.429 7.250 0.3266
N -3.748 1.843 -3.168 1.0934
H -0.726 6.632 -1.872 0.2353
H -3.287 -5.603 3.255 0.5003
H 4.730 -2.704 -2.707 0.0064
F 1.975 0.727 -5.191 -0.1764
H 0.265 -5.921 -1.889 -0.5088
H 2.847 -6.686 2.771 0.2651
C 3.306 2.566 4.100 -0.5272
H 2.644 -2.520 1.647 -0.0690
H 0.387 -6.068 -3.608 0.3467
H -5.187 4.339 -1.530 0.7176
Br 0.990 -1.855 5.379 -0.0955
Br -2.239 -7.459 -3.607 -0.1702
C -4.865 -0.879 -0.495 0.4308
C -5.050 3.066 -4.724 -1.3720
O -3.116 -0.805 -4.052 0.3964
H -4.634 -0.517 6.721 0.3947
H 5.179 -6.931 1.496 0.2166
C -3.502 -1.341 -0.955 0.7538
C -3.464 2.509 1.700 0.0625
H 6.355 -6.255 0.181 0.1893
H 1.165 1.074 0.896 0.0821
C 5.281 -6.541 0.483 -0.6358
H -2.702 4.474 7.669 0.2663
F -5.578 -1.969 -0.051 -0.3281
H 4.593 1.319 -5.708 0.2218
Br -0.133 -6.170 6.818 -0.2114
H 0.379 5.040 -0.725 0.5061
O 0.480 3.079 -0.693 0.4772
Br -2.031 0.467 4.314 -0.0142
H 6.067 0.538 -5.974 0.3788
O -1.906 2.976 6.399 -0.2704
C 0.138 4.399 2.519 -0.0171
C -1.281 8.637 1.894 -0.6260
H -0.371 8.105 2.129 0.2187
C 6.302 2.506 -4.999 -0.5689
H -2.456 0.627 6.870 0.4523
H 3.947 4.951 -0.682 0.2391
C -5.425 3.875 -3.627 -0.3917
C -2.748 -4.566 -1.517 -0.3968
H 1.217 2.852 7.235 0.4653
H -1.532 9.163 2.794 0.2979
H 0.178 1.872 5.204 0.3433
C 1.509 2.615 -1.531 0.2606
C 4.824 -2.472 2.065 -0.3762
O -3.917 3.518 0.898 -0.5401
H -3.098 -1.792 -0.040 -0.5244
N -0.608 -4.577 1.468 0.5076
F 0.876 1.233 -6.989 -0.3027
H 4.625 6.328 0.308 0.2162
C 4.989 -3.749 -2.932 -0.0311
C -1.511 -5.325 2.006 -0.9743
C 0.125 -4.196 6.672 -0.3494
H 0.879 -0.256 2.008 -0.0286
H 1.088 -6.971 2.701 0.3200
H 3.224 -1.283 2.709 0.3227
C 0.372 0.506 1.359 -0.4573
H -0.879 -3.794 6.684 0.0685
C -2.792 -1.465 -5.293 -0.7658
C -2.580 -3.576 3.191 -0.4240
H 0.975 -5.466 0.902 0.2669
H -5.448 3.320 -5.646 0.5865
Br 5.373 0.336 -3.574 -0.0958
H 5.527 -1.734 2.536 0.5102
H 3.942 2.410 3.203 0.4265
O -0.356 -0.480 -2.602 1.0948
C 0.689 -3.782 5.311 0.2955
O 1.829 -5.895 0.993 -0.3937
H -1.715 -1.802 -5.241 0.0245
O 4.452 -5.363 0.223 0.0208
C 0.123 6.980 -1.328 -0.6095
N 3.862 3.016 5.220 -0.5751
C 3.484 -1.872 1.876 -0.3071
O 3.004 5.141 1.002 -0.3270
H 7.164 2.209 -4.266 0.2669
H -1.624 -1.633 2.692 -0.8050
F 0.320 -0.566 -5.960 -0.1840
H -2.013 -4.396 -0.700 -0.3131
F 1.290 -3.582 -1.760 -0.0356
Br 7.304 3.188 -6.479 -0.1657
Br 6.741 -3.996 -2.135 -0.1926
H 3.502 -5.664 0.272 0.0922
H 0.353 1.621 -3.941 -0.5954
H -0.146 -8.666 -3.236 0.4524
H -2.892 -0.680 -6.024 0.2019
H -2.560 1.973 1.296 -0.2740
O -0.388 2.679 -5.579 -0.4808
O 0.605 5.947 -0.416 -0.6495
H 5.156 -2.958 1.151 0.2335
C -0.958 3.773 -4.778 0.7348
H -3.518 1.576 -5.132 0.8181
H -1.562 3.314 -3.907 -0.6009
H 4.350 -4.411 -2.355 0.1518
H 0.867 7.317 -2.046 0.3342
C -4.056 2.172 -4.474 -0.6209
C -0.203 1.496 -4.855 0.9529
F -5.543 -0.113 -1.282 -0.2157
F 1.841 -1.870 -2.929 -0.0535
H 2.063 3.433 -1.976 0.2937
C 1.884 -6.280 2.416 -0.2243
H -3.907 2.373 -1.176 1.0394
F -4.683 -0.256 0.667 -0.1901
H -2.187 5.480 -5.139 0.3264
O -0.724 5.377 1.890 -0.5062
H -1.300 -0.910 0.557 -1.3411
C 5.536 1.182 -5.275 -0.3907
H 0.056 -3.957 4.493 -0.3126
C 1.799 2.763 6.343 -0.6445
C -0.128 -1.569 -1.732 0.9949
H -0.874 -8.105 -1.723 0.3567
H -3.685 -1.312 -3.492 0.3485
H -6.253 4.562 -3.769 0.3972
H -2.300 -4.346 -2.478 0.1492
H -3.544 4.208 6.112 0.3354
H -4.773 -3.974 -1.801 0.5195
C 3.192 3.086 6.335 -0.3929
O -2.723 -0.335 -1.344 0.4303
C -2.541 -4.926 2.843 -1.1232
H -1.919 2.793 5.444 0.1001
C -0.422 -0.307 0.252 2.3219
O -1.431 0.922 -4.619 -0.5440
C 0.772 0.664 -5.787 0.6136
H -0.245 3.393 2.362 -0.1477
H -2.479 4.107 -6.259 0.3526
H -1.632 -0.905 6.392 0.1341
H -1.015 -2.163 -1.593 -0.8847
O -3.675 -2.309 -1.913 -0.8959
H 2.360 5.537 0.392 0.2521
H 5.708 3.301 -4.640 0.3502
H 4.995 -7.389 -0.123 0.2669
O -2.293 7.801 1.387 -0.5157
Br 4.575 -3.954 3.384 -0.2287
H 4.932 4.514 0.740 0.2112
C 1.986 2.161 4.003 0.1238
H 1.876 -5.354 3.071 -0.2588
C -3.861 -3.650 -1.328 -0.8382
H -4.136 -3.638 -0.246 0.2402
C 4.223 5.268 0.309 -0.5952
Ti -1.999 0.508 -2.910 -0.6037
H -3.370 -3.130 3.801 0.4749
C -1.594 -2.721 2.613 1.0063
H -3.502 -2.281 -5.402 0.4698
```

The total energy comes out at -36029.62204 Eh. The value obtained for the HOMO-LUMO gap is 8.210 eV. Its lowest unoccupied orbital energy is -0.9514 eV.

=====

3.
DFT (ωB97M-V/def2-TZVPD) results for C4Br2Ca3ClO16PbSr2 as an isolated structure at a distorted geometry.

```
29
Properties=species:S:1:pos:R:3:mulliken_charge:R:1
O 0.447 -12.655 7.471 -0.4445
O 1.854 -19.352 8.019 -0.8817
C 1.048 -11.550 7.094 1.1125
Ca 2.101 -17.411 5.778 1.4327
O 1.493 -10.572 7.869 -0.7759
O 4.033 -14.088 7.260 -0.9506
Pb -0.081 -11.651 9.560 0.9912
Sr 3.336 -15.326 9.193 1.6354
Sr -0.129 -18.591 9.225 1.7501
O 0.372 -17.072 7.571 -0.8156
O 1.953 -11.554 2.038 -0.7467
Br -0.233 -17.225 4.589 -0.7499
O -1.535 -16.810 8.573 -0.9657
C -0.667 -16.289 7.884 1.0895
Cl 3.175 -11.639 1.192 1.6471
C 2.445 -18.376 8.556 0.9735
Br 1.524 -13.705 11.150 -0.6078
Ca 2.930 -11.435 4.385 1.8394
O 2.924 -11.211 -0.167 -0.6021
O 3.056 -17.539 7.741 -0.9177
O -0.557 -15.056 7.594 -0.8159
Ca 0.043 -14.427 5.670 1.4234
O 1.160 -11.349 5.864 -0.9306
C 3.257 -14.306 6.256 0.3530
O 3.410 -13.635 5.105 -0.9051
O 4.105 -10.642 1.863 -0.6854
O 3.809 -12.878 1.141 -0.4934
O 2.467 -15.253 6.398 -0.1362
O 2.541 -18.112 9.787 -0.8231
```

The total energy comes out at -9251.92210 Eh. The value obtained for the HOMO-LUMO gap is 7.831 eV. For the energy above the lowest of the compared OMol25 structures with the same formula, charge and spin, the calculation gives 0.0 kJ/mol. Its net charge is +1. Its lowest unoccupied orbital energy is -4.3144 eV.

=====

Please write out number 3 again, unchanged.
DFT (ωB97M-V/def2-TZVPD) results for C4Br2Ca3ClO16PbSr2 as an isolated structure at a distorted geometry.

```
29
Properties=species:S:1:pos:R:3:mulliken_charge:R:1
O 0.447 -12.655 7.471 -0.4445
O 1.854 -19.352 8.019 -0.8817
C 1.048 -11.550 7.094 1.1125
Ca 2.101 -17.411 5.778 1.4327
O 1.493 -10.572 7.869 -0.7759
O 4.033 -14.088 7.260 -0.9506
Pb -0.081 -11.651 9.560 0.9912
Sr 3.336 -15.326 9.193 1.6354
Sr -0.129 -18.591 9.225 1.7501
O 0.372 -17.072 7.571 -0.8156
O 1.953 -11.554 2.038 -0.7467
Br -0.233 -17.225 4.589 -0.7499
O -1.535 -16.810 8.573 -0.9657
C -0.667 -16.289 7.884 1.0895
Cl 3.175 -11.639 1.192 1.6471
C 2.445 -18.376 8.556 0.9735
Br 1.524 -13.705 11.150 -0.6078
Ca 2.930 -11.435 4.385 1.8394
O 2.924 -11.211 -0.167 -0.6021
O 3.056 -17.539 7.741 -0.9177
O -0.557 -15.056 7.594 -0.8159
Ca 0.043 -14.427 5.670 1.4234
O 1.160 -11.349 5.864 -0.9306
C 3.257 -14.306 6.256 0.3530
O 3.410 -13.635 5.105 -0.9051
O 4.105 -10.642 1.863 -0.6854
O 3.809 -12.878 1.141 -0.4934
O 2.467 -15.253 6.398 -0.1362
O 2.541 -18.112 9.787 -0.8231
```

The total energy comes out at -9251.92210 Eh. The value obtained for the HOMO-LUMO gap is 7.831 eV. For the energy above the lowest of the compared OMol25 structures with the same formula, charge and spin, the calculation gives 0.0 kJ/mol. Its net charge is +1. Its lowest unoccupied orbital energy is -4.3144 eV.